Model A:
ORCA calculation (the ωB97M-V functional and the def2-TZVPD basis) on a cluster of 2 separate species, H4N2 in total.

Geometry as XYZ:
```
6
Properties=species:S:1:pos:R:3:mulliken_charge:R:1
H 0.404 -0.692 -1.225 0.1973
H -0.013 0.893 -1.177 0.2175
H 0.687 -0.300 1.532 0.2477
H -0.851 -0.868 0.504 0.1883
N 0.295 0.277 -0.557 -0.4033
N -0.327 -0.139 0.610 -0.4475
```

Gap between HOMO and LUMO = 10.11 eV

---

Model B:
ORCA calculation (the ωB97M-V functional and the def2-TZVPD basis) on an isolated molecule of H4N2.

Geometry as XYZ:
```
6
Properties=species:S:1:pos:R:3:mulliken_charge:R:1
N -0.156 0.275 0.671 -0.4943
N 0.094 -0.257 -0.731 -0.4723
H -1.178 0.111 0.870 0.2329
H 0.299 -0.315 1.521 0.2373
H 1.086 -0.696 -0.637 0.2350
H 0.229 0.773 -1.332 0.2614
```

Gap between HOMO and LUMO = 10.01 eV
Structure (SMILES) = NN

---

Of them, the most stable is model B and the least stable is model A.

---

Model A:
ORCA calculation (the ωB97M-V functional and the def2-TZVPD basis) on an isolated molecule of FH2O3PS.

Geometry as XYZ:
```
8
Properties=species:S:1:pos:R:3:mulliken_charge:R:1
O -2.331 0.189 0.304 -0.4978
S -0.971 0.320 0.000 1.2834
O -0.451 0.286 -1.336 -0.5505
F -0.419 1.732 0.660 -0.2459
O -0.184 -0.637 0.915 -0.3326
P 1.546 -1.025 0.376 0.1628
H 1.162 -1.133 -0.887 0.1047
H 1.648 0.269 -0.032 0.0758
```

Gap between HOMO and LUMO = 11.21 eV
Structure (SMILES) = O=S(=O)(F)OP

---

Model B:
ORCA calculation (the ωB97M-V functional and the def2-TZVPD basis) on an isolated molecule of FH2O3PS.

Geometry as XYZ:
```
8
Properties=species:S:1:pos:R:3:mulliken_charge:R:1
O 0.649 -0.764 0.996 -0.4734
P -0.522 -0.213 0.044 0.7632
O 0.033 1.204 -0.342 -0.4245
S -1.214 -0.950 -1.643 -0.3420
O -1.665 0.212 1.285 -0.1281
F -2.762 -0.523 1.214 -0.0879
H 1.258 -1.489 0.856 0.3647
H -0.558 1.841 -0.705 0.3280
```

Gap between HOMO and LUMO = 9.73 eV
Structure (SMILES) = OP(O)(=S)OF

---

Of them, the most stable is model A and the least stable is model B.

---

Model A:
ORCA calculation (the ωB97M-V functional and the def2-TZVPD basis) on a cluster of 2 separate species, C2H2FN in total.

Geometry as XYZ:
```
6
Properties=species:S:1:pos:R:3:mulliken_charge:R:1
C 1.477 -0.985 -1.279 0.0499
C -1.320 0.658 1.110 0.0019
N 0.739 -1.008 -2.129 -0.3040
F -2.461 1.198 1.397 -0.0988
H 2.228 -1.307 -0.604 0.2566
H -0.662 1.443 1.506 0.0944
```

Gap between HOMO and LUMO = 9.42 eV

---

Model B:
ORCA calculation (the ωB97M-V functional and the def2-TZVPD basis) on an isolated molecule of C2H2FN.

Geometry as XYZ:
```
6
Properties=species:S:1:pos:R:3:mulliken_charge:R:1
N 1.831 0.737 -0.900 -0.3286
C 0.827 0.196 -0.659 0.2751
C -0.314 -0.266 0.208 -0.0775
F -1.038 0.892 0.664 -0.2584
H -1.207 -0.792 -0.479 0.1748
H -0.098 -0.768 1.167 0.2146
```

Gap between HOMO and LUMO = 12.86 eV
Structure (SMILES) = N#CCF

---

Of them, the most stable is model B and the least stable is model A.

---

Model A:
ORCA calculation (the ωB97M-V functional and the def2-TZVPD basis) on the ion C10H19N2 with charge +1.

Geometry as XYZ:
```
31
Properties=species:S:1:pos:R:3:mulliken_charge:R:1
C -0.359 0.703 1.082 -0.0761
C 0.747 1.066 0.592 0.4028
C -0.107 -0.675 -1.924 -0.0333
C 1.451 2.043 1.614 -1.3279
C -0.454 -1.842 -2.568 -1.0089
C -1.291 -1.216 2.454 -1.3167
C -2.703 0.212 0.892 -1.4042
C 1.181 1.790 -1.708 -0.9918
C 2.081 -1.416 -0.965 -0.8927
C -1.543 0.127 1.818 0.7779
N 1.267 0.805 -0.683 0.1143
N 0.920 -0.508 -1.104 0.1939
H 0.765 2.517 2.328 0.4115
H 2.181 1.519 2.240 0.3230
H 2.076 2.731 0.965 0.3437
H -1.523 -2.108 -2.165 0.2555
H -0.654 -1.513 -3.642 0.3109
H 0.153 -2.687 -2.356 0.3692
H -0.835 -1.936 1.767 0.3140
H -2.322 -1.637 2.548 0.3544
H -0.657 -1.104 3.281 0.4275
H -2.613 -0.450 0.021 0.2526
H -2.728 1.284 0.434 0.3421
H -3.591 0.055 1.420 0.4823
H 1.547 2.697 -1.391 0.3794
H 1.857 1.516 -2.521 0.3928
H 0.133 1.954 -2.206 0.2975
H 2.702 -0.811 -0.202 0.3248
H 1.567 -2.385 -0.641 0.3052
H 2.423 -1.582 -1.995 0.3229
H -1.672 0.849 2.615 0.3530
```

Gap between HOMO and LUMO (alpha / beta) = 5.80 / 5.80 eV
Net charge = +1

---

Model B:
ORCA calculation (the ωB97M-V functional and the def2-TZVPD basis) on a cluster of 2 separate species, C10H19N2 in total.

Geometry as XYZ:
```
31
Properties=species:S:1:pos:R:3:mulliken_charge:R:1
C 3.884 0.178 -0.682 -1.1235
C 1.695 -0.006 2.061 -1.0434
C 2.663 -0.601 -0.265 -0.2324
C 2.013 -0.280 0.820 0.4392
C -0.683 1.721 -0.233 0.3627
C -1.269 -1.927 0.926 -1.1972
C -3.046 -0.734 -0.464 -1.5530
C -0.002 -0.399 -1.216 -1.6873
C -1.802 -0.585 0.478 0.3324
C -0.849 0.220 -0.334 0.9027
N -1.659 2.509 0.057 -0.3420
N 0.513 2.212 -0.259 -0.2384
H 4.111 0.903 0.165 0.2997
H 4.732 -0.334 -0.906 0.4424
H 2.235 -0.576 2.759 0.3052
H 0.912 0.589 2.416 0.3566
H 2.552 -1.622 -0.676 0.4161
H -0.520 -1.592 1.712 0.2693
H -2.124 -2.438 1.443 0.4073
H -0.898 -2.655 0.098 0.2699
H -2.707 -0.983 -1.426 0.3852
H -3.649 -1.353 0.039 0.5174
H -3.583 0.177 -0.466 0.4355
H 3.560 0.791 -1.555 0.2330
H 0.526 0.158 -1.896 0.6600
H -0.174 -1.515 -1.423 0.2026
H -2.081 -0.030 1.397 0.3950
H -2.565 2.093 -0.155 0.2305
H -1.570 3.557 0.042 0.2865
H 1.383 1.620 -0.435 0.0295
H 0.719 3.151 0.059 0.2384
```

Gap between HOMO and LUMO = 8.99 eV
Net charge = +1

---

Of them, the most stable is model B and the least stable is model A.

---

Model A:
ORCA calculation (the ωB97M-V functional and the def2-TZVPD basis) on an isolated molecule of C11H14Si.

Geometry as XYZ:
```
26
Properties=species:S:1:pos:R:3:mulliken_charge:R:1
C 3.193 -0.089 -1.613 -1.0298
Si 1.387 0.385 -1.862 0.2524
C 1.049 1.974 -2.751 -1.1174
C 0.672 -0.943 -2.940 -1.0403
C 0.525 0.429 -0.292 -0.6291
C -0.157 0.343 0.682 0.1599
C -0.954 -0.050 1.709 0.9751
C -1.379 0.885 2.632 -0.6653
C -2.211 0.520 3.656 -0.4392
C -2.678 -0.730 3.761 -0.4376
C -2.255 -1.665 2.863 -0.3876
C -1.369 -1.339 1.856 -0.4344
H 3.684 0.642 -1.025 0.3446
H 3.200 -1.056 -1.144 0.2908
H 3.619 -0.113 -2.597 0.3279
H 1.818 2.694 -2.496 0.3331
H 0.102 2.419 -2.606 0.3610
H 1.071 1.667 -3.755 0.3214
H 0.291 -1.622 -2.211 0.2810
H -0.014 -0.535 -3.670 0.3437
H 1.548 -1.330 -3.481 0.2835
H -1.077 1.891 2.506 0.4646
H -2.632 1.301 4.252 0.3448
H -3.496 -0.957 4.456 0.3317
H -2.740 -2.601 2.940 0.3949
H -1.198 -2.120 1.129 0.3702
```

Gap between HOMO and LUMO = 9.52 eV
Structure (SMILES) = C[Si](C)(C)C#Cc1ccccc1

---

Model B:
ORCA calculation (the ωB97M-V functional and the def2-TZVPD basis) on a cluster of 2 separate species, C11H14Si in total.

Geometry as XYZ:
```
26
Properties=species:S:1:pos:R:3:mulliken_charge:R:1
C 3.733 0.157 0.184 -0.3326
C 3.042 1.344 0.221 -0.6279
C 3.025 -0.978 -0.118 -0.4466
C 1.678 1.316 0.015 -0.2791
C 1.615 -1.074 -0.277 -0.5281
C 0.970 0.156 -0.245 0.8916
C -1.505 2.929 -0.697 -0.7461
C -2.930 -1.346 -1.331 -0.9475
C -1.955 1.750 -0.319 -0.0399
C -1.637 -1.308 -0.958 -0.1472
C -1.345 -2.151 2.247 -0.8077
Si -0.871 0.236 -0.390 -0.0079
H 4.839 0.199 0.393 0.3063
H 3.665 2.145 0.521 0.3901
H 3.680 -1.912 0.034 0.2007
H 0.992 2.201 0.053 0.0481
H 1.003 -1.930 -0.476 0.3375
H -2.241 3.715 -0.568 0.2607
H -0.452 3.215 -1.001 0.2660
H -3.559 -2.190 -1.488 0.2803
H -3.544 -0.488 -1.540 0.2704
H -3.021 1.774 0.108 0.2842
H -1.219 -2.162 -0.674 0.5591
H -2.291 -1.893 1.726 0.2572
H -0.415 -2.307 1.653 0.2256
H -1.259 -1.397 2.928 0.3327
```

Gap between HOMO and LUMO (alpha / beta) = 5.93 / 8.78 eV

---

Of them, the most stable is model A and the least stable is model B.